DFT (ωB97M-V with the def2-TZVPD basis set) results for a molecular structure, C39H62AsBrHgNO6P2SSi2.

Element x y z (Å)
C  0.3622  3.1516  -4.7746
H  -3.3045  2.4321  -2.6719
H  -2.3351  6.0252  -0.6012
H  6.3501  -2.1035  1.1165
H  3.5435  -0.6786  -3.6835
H  -0.4945  3.0360  -6.7385
H  4.9377  -2.6065  2.0579
H  6.8225  -1.7613  -2.5300
H  -0.0895  -1.4928  5.2602
H  2.2436  4.3746  0.5728
C  -2.5120  1.7407  -2.3759
C  -1.9912  2.3430  1.3849
H  -1.1893  4.2288  0.7283
C  0.4115  -0.0157  3.7920
C  0.9742  -5.6794  -0.0717
H  0.8231  3.4042  0.1250
C  1.7814  3.3858  0.6497
H  0.4655  -0.0754  7.2072
C  -2.6310  1.6789  2.5782
C  4.5810  -3.4611  -1.0495
H  4.4435  -2.1788  -4.0097
H  6.2578  -1.7207  2.8431
C  3.7528  -1.6860  -3.3149
C  -5.8772  1.2782  0.8684
H  1.5417  1.5400  -3.9607
H  -1.9005  1.6562  3.3889
C  -0.3072  -5.3748  -3.5236
C  3.9436  0.3231  3.1644
C  1.0895  -4.3194  0.2870
H  -1.1021  1.7805  1.0973
H  5.3102  -3.6239  -0.2540
H  -2.0059  6.8762  -3.4728
H  -3.5164  2.2312  2.9119
C  0.5222  -6.0271  -1.3108
H  -0.6488  6.5703  -2.3677
C  1.2392  2.1115  4.6970
H  -2.5443  4.3648  1.8835
P  -0.9247  2.5627  -2.5571
H  5.8110  2.0860  1.1484
O  -1.9878  -0.0162  -0.3187
H  -5.2210  2.0067  1.3410
H  -1.0196  -4.6962  -5.4135
H  -5.6824  0.3017  1.3119
H  0.8917  4.1328  -6.6115
H  -0.8140  -2.2903  -4.8006
H  -6.9162  1.5545  1.0652
H  2.4176  4.7772  2.8904
S  -0.1550  -1.1432  2.5356
H  1.3332  2.2344  6.8427
C  0.7764  -3.2724  -0.5569
H  -6.7458  3.0005  -1.1004
C  0.8967  1.2962  3.5551
H  -2.5235  0.8914  -3.0634
C  0.5831  0.3157  6.2009
H  -0.9242  3.8527  2.4309
O  -1.1116  4.0319  -1.9549
H  3.6308  1.3705  3.1580
H  -5.5983  2.5316  -2.3609
H  -3.3129  4.5697  -0.7471
O  -2.9515  2.3149  0.2238
Hg  1.2502  -1.2555  0.5591
C  1.9787  3.8106  3.1168
C  -0.5413  -3.0571  -4.0877
H  6.8699  1.1369  2.2108
H  0.7560  1.1672  -5.5067
H  3.0437  -0.2768  3.3269
H  6.8643  -1.1045  -0.8839
C  -2.0732  4.9732  -2.4592
H  2.3929  2.6582  0.1126
H  4.6145  0.1709  4.0184
Br  0.0144  -0.8394  -2.4903
H  -6.3784  0.5707  -1.0834
C  6.3101  -1.0939  -1.8258
H  2.0432  4.0320  5.2867
C  -5.6345  1.2289  -0.6295
Si  4.5130  -1.6532  -1.5884
C  -1.6495  3.7924  1.6161
C  6.2272  1.0904  1.3239
C  0.2969  -3.6445  -1.8532
H  0.8515  3.8905  -4.1320
C  1.7642  3.4011  4.4483
H  -2.8815  0.6415  2.3541
C  -0.6546  -4.4209  -4.4308
C  -1.3134  6.1156  -3.1044
H  1.4422  -4.0984  1.2914
H  2.8139  -2.2444  -3.3164
H  3.6032  -3.7987  -0.6983
H  6.3456  -0.0763  -2.2236
C  -2.9308  5.4296  -1.2957
As  3.4151  -0.0832  -0.2762
C  5.6721  -1.8090  1.9207
Si  4.8220  -0.1486  1.5888
H  -0.3865  -6.4291  -3.7695
H  4.8650  -4.0806  -1.9087
H  -5.0184  3.2863  -0.8550
C  0.2707  -0.4814  5.1118
H  1.2448  -6.4492  0.6444
H  -0.7104  5.7565  -3.9383
C  0.1679  -5.0174  -2.2357
N  1.0463  1.7558  2.2756
C  1.6053  2.9750  2.0848
H  -2.6958  4.4837  -3.2147
O  0.2533  1.9126  -1.9958
H  6.8446  0.8238  0.4609
C  -0.0848  -2.6952  -2.8530
H  2.1731  2.2363  -5.4627
C  -0.0071  3.7784  -6.1030
C  1.0645  1.6036  5.9994
C  1.2637  1.9449  -4.9316
H  -3.7659  6.0366  -1.6536
P  -2.8810  1.0562  -0.7306
H  0.4220  -7.0665  -1.6067
H  -0.6889  4.6197  -5.9692
O  -0.8993  2.7770  -4.1495
C  -5.7470  2.5970  -1.2811
O  -4.3961  0.5708  -0.9326

Forces on the atoms, in the same order (eV/Å):
-0.1 0.0 0.0
0.0 0.0 0.0
0.0 0.0 0.0
0.0 0.0 0.0
0.0 0.0 0.0
0.0 0.0 0.0
0.0 0.0 0.0
0.0 0.0 0.0
0.0 0.0 0.0
0.0 0.0 0.0
0.0 0.0 0.0
0.0 0.0 0.0
0.0 0.0 0.1
0.0 0.0 0.0
0.0 0.0 0.0
0.0 0.0 0.0
0.0 0.0 0.0
0.0 0.0 0.0
0.0 0.0 0.0
0.0 0.0 0.0
0.0 0.0 0.0
0.0 0.0 0.0
0.0 0.0 0.0
0.0 0.0 0.0
0.0 0.0 0.0
0.0 0.0 0.0
0.0 0.0 0.0
0.0 0.0 0.1
0.0 -0.1 0.0
0.0 0.0 0.0
0.0 0.0 0.0
0.0 0.0 0.0
0.0 0.0 0.0
0.0 0.0 0.0
0.0 0.0 0.0
0.0 0.0 0.0
0.0 0.0 0.0
-0.1 0.1 -0.1
0.0 0.0 0.0
-0.3 -0.1 -0.1
0.0 0.0 0.0
0.0 0.0 0.0
0.0 0.0 0.0
0.0 0.0 0.0
0.0 0.0 0.0
0.0 0.0 0.0
0.0 0.0 0.0
-0.1 0.1 0.1
0.0 0.0 0.0
0.0 0.2 0.3
0.0 0.0 0.0
-0.1 0.0 0.0
0.0 0.0 0.0
0.0 0.0 0.0
0.0 0.0 0.0
0.0 0.0 0.0
0.0 0.0 0.0
0.0 0.0 0.0
0.0 0.0 0.0
0.1 0.0 0.1
0.2 -0.3 -0.3
-0.1 0.0 0.0
0.0 -0.1 -0.1
0.0 0.0 0.0
0.0 0.0 0.0
0.1 0.0 0.0
0.0 0.0 0.0
0.0 0.0 0.0
0.0 0.0 0.0
0.0 0.0 0.0
0.2 -0.3 -0.2
0.0 0.0 0.0
0.1 -0.1 -0.1
0.0 0.0 0.0
0.0 0.0 0.0
0.0 0.0 0.1
0.0 0.0 0.0
0.1 0.0 0.0
0.0 0.0 -0.1
0.0 0.0 0.0
0.0 0.0 0.0
0.0 0.0 0.0
0.0 0.1 0.0
0.0 0.0 0.0
0.0 0.0 0.0
0.0 0.0 0.0
0.0 0.0 0.0
0.0 0.0 0.0
0.0 0.0 0.0
-0.1 0.1 0.0
0.0 0.0 0.1
0.0 -0.1 -0.1
0.0 0.0 0.0
0.0 0.0 0.0
0.0 0.0 0.0
0.0 0.0 0.0
0.0 0.0 0.0
0.0 0.0 0.0
0.0 0.0 0.1
0.0 0.0 0.0
-0.1 -0.1 0.0
0.0 0.0 0.0
0.0 0.2 0.1
0.0 0.0 0.0
0.0 0.1 0.1
0.0 0.0 0.0
0.0 0.0 0.0
0.0 0.0 0.0
0.0 0.0 0.0
0.0 0.0 0.0
0.0 0.0 0.1
0.0 0.0 0.0
0.0 0.0 0.0
0.1 0.0 0.0
0.0 0.0 0.0
0.0 0.1 0.0

Results
- HOMO-LUMO gap (spin up / spin down) (eV) = 2.27 / 4.61
- calculated total energy (eV) = -235457.26510
- multiplicity = 2
- charge = -2

DFT (ωB97M-V with the def2-TZVPD basis set) results for a molecular structure, C12H13ClO2Sm at a distorted geometry.

Element x y z (Å)
C  0.6880  0.3853  2.7983
O  -0.3142  0.8804  2.1505
C  -2.5142  -2.0357  -0.2036
Sm  1.0323  1.4599  0.2939
H  0.5526  -1.1829  4.2174
C  2.1894  -0.4535  -0.8905
C  -3.3613  -0.8941  -0.1011
C  2.8642  1.6669  -1.5454
H  -1.3196  -2.8381  -1.9352
H  -2.2965  -2.7477  0.5889
H  0.3494  -0.4807  -2.1926
H  4.0986  0.4514  -0.0942
H  2.1603  -1.4308  -0.4031
H  1.3637  0.2975  4.8128
C  1.2282  0.0534  -1.8267
H  3.4774  2.5640  -1.6751
H  1.1423  2.0134  -2.9540
H  -2.3516  -0.7411  -3.3032
C  -2.0060  -2.0880  -1.5440
Cl  -0.0408  3.7541  0.1874
C  0.5319  -0.0825  4.2092
H  -3.8932  -0.5700  0.7936
C  3.1961  0.5461  -0.7117
C  -2.5327  -0.9719  -2.2522
C  -3.3705  -0.2292  -1.3688
O  1.8396  0.3700  2.2051
H  -0.4315  0.2751  4.5940
H  -3.9277  0.6667  -1.6151
C  1.6457  1.3621  -2.2345

Forces on the atoms, in the same order (eV/Å):
-0.4 1.3 -2.0
1.3 -1.0 1.3
-0.1 0.6 -0.8
-1.9 0.2 1.4
0.0 0.3 0.1
0.3 0.3 -0.9
0.4 -0.1 -0.7
0.1 -0.7 -0.3
-0.2 0.1 0.0
0.0 0.1 -0.1
0.1 0.2 0.3
-0.6 0.1 -0.2
-0.1 0.5 -0.1
-0.2 -0.2 -0.1
0.8 0.0 -0.3
-0.4 -0.3 0.1
0.1 -0.3 0.4
0.0 0.0 0.2
-0.4 0.5 0.6
0.1 0.6 -0.1
-0.2 -0.1 0.1
0.1 -0.1 -0.2
0.1 -0.1 -0.8
-0.1 -0.1 0.4
0.5 -0.9 0.4
-0.6 -0.3 1.0
0.3 -0.2 -0.1
0.0 0.0 0.0
0.7 -0.5 0.2

Results
- HOMO-LUMO gap (spin up / spin down) (eV) = 5.00 / 5.02
- calculated total energy (eV) = -47179.64915
- multiplicity = 6
- charge = -1

DFT (ωB97M-V with the def2-TZVPD basis set) results for a single C17H21NO5S molecule.

Element x y z (Å)
O  0.4060  1.9598  1.9284
C  -4.1072  3.8580  0.2728
C  -1.9727  2.1758  0.8177
H  3.1645  -4.4667  0.7457
C  -2.9696  4.3510  0.9067
C  -3.0908  1.6502  0.1817
O  3.2632  -3.6022  -1.1454
H  4.2070  -2.1054  2.9868
H  1.7463  -0.0729  1.3401
H  1.9289  -4.6143  -3.0898
H  -2.9212  5.3920  1.1881
C  1.7173  -0.6441  0.4299
O  -0.9204  -0.0843  1.7912
H  0.1440  -0.6155  -2.5695
C  1.5979  -2.0500  -1.9829
H  -2.7985  0.0886  -1.2488
H  3.2659  -3.5247  -3.5339
C  -1.9086  3.5100  1.1779
H  -4.1984  -0.1311  -0.2077
C  2.1956  -3.7077  -3.6385
H  3.6511  -5.4981  -0.6230
O  3.3748  -2.2371  1.1761
C  0.7969  -0.9249  -1.7687
C  -3.1671  0.2140  -0.2296
H  -5.0294  2.1257  -0.5695
H  -4.9290  5.7283  -0.3604
H  1.9436  -3.8391  -4.6914
N  0.0702  0.9027  -0.3547
O  1.4321  -2.5982  -3.2171
C  -4.1489  2.5159  -0.0788
C  2.9794  -4.7027  -0.3037
C  3.4757  -1.5492  2.4015
H  -5.8330  4.9251  0.9172
C  2.5054  -1.7656  0.2406
H  -0.5915  1.0988  -1.0886
S  -0.5441  1.1716  1.2038
H  2.5184  -1.5309  2.9307
H  3.8284  -0.5241  2.2569
C  -5.2700  4.7599  -0.0013
H  -2.5662  -0.4037  0.4317
H  -1.0159  3.8583  1.6719
C  2.4490  -2.4935  -0.9675
C  0.8515  -0.2322  -0.5757
H  -5.9398  4.3239  -0.7376
H  1.9398  -5.0312  -0.4209

Forces on the atoms, in the same order (eV/Å):
0.0 0.3 0.0
0.1 0.0 0.0
0.5 -0.3 0.0
0.0 0.0 -0.1
0.0 -0.2 0.0
-0.1 -0.1 0.0
-0.1 0.7 0.0
-0.1 0.1 0.0
0.2 0.0 0.2
0.0 0.1 0.0
0.0 0.1 0.0
0.2 -0.1 0.1
-0.1 0.1 0.0
-0.1 0.0 -0.1
0.1 0.1 0.2
0.0 -0.1 -0.1
-0.1 0.0 0.0
0.1 0.2 0.1
0.0 0.0 0.0
0.2 -0.3 -0.2
-0.1 0.0 0.0
-0.1 -0.1 -0.5
-0.1 0.2 0.1
-0.1 -0.2 0.0
-0.1 -0.1 -0.1
0.0 0.1 0.0
0.0 0.0 0.1
-0.6 0.6 0.5
-0.1 0.2 0.3
0.2 0.0 0.1
-0.1 -0.3 0.1
0.0 0.1 0.2
-0.1 0.0 0.0
-0.1 0.0 -0.1
-0.2 0.1 0.0
-0.1 0.0 -0.5
0.0 0.0 0.0
0.0 0.0 0.0
0.0 0.0 0.0
-0.1 -0.1 -0.1
0.1 0.1 0.1
0.1 -0.4 0.0
0.6 -0.8 -0.1
-0.1 0.0 0.0
0.1 0.0 0.0

Results
- HOMO-LUMO gap (eV) = 8.61
- calculated total energy (eV) = -40530.80183

DFT (ωB97M-V with the def2-TZVPD basis set) results for a gas-phase ion, C6H5N2 (charge +1) at a distorted geometry.

Element x y z (Å)
H  -0.7216  0.0102  -2.3166
N  1.5039  2.1665  -2.3987
C  -0.8329  0.6616  -0.2852
C  -1.2565  0.1595  0.8786
C  -0.2265  0.6426  -1.4729
H  1.4913  -1.6770  0.6766
C  -0.2233  -1.8149  2.2064
N  -0.7939  -1.2297  1.0381
H  -1.8383  0.5891  1.6107
C  0.7438  1.4429  -1.8993
H  2.3832  2.7399  -2.3135
C  0.6204  -1.6424  1.2660
H  -0.8496  -2.0483  3.0097

Forces on the atoms, in the same order (eV/Å):
0.9 1.0 1.2
1.1 0.6 1.1
0.4 -0.5 2.5
2.9 -1.2 -3.2
-4.1 -2.8 -1.0
0.8 -0.3 -0.3
-0.1 0.8 0.0
-0.8 0.8 -1.9
-1.6 0.8 1.2
2.5 2.3 -1.1
-1.4 -1.0 -0.5
-0.9 0.3 0.4
0.3 -0.7 1.6

Results
- HOMO-LUMO gap (spin up / spin down) (eV) = 6.90 / 6.90
- calculated total energy (eV) = -9268.41521
- charge = +1